1.
{
  "formula": "C15H28LiN6O5P",
  "method": "the ωB97M-V functional and the def2-TZVPD basis",
  "spin_multiplicity": 1,
  "e_homo_ev": -13.3,
  "lumo_ha": -0.189,
  "total_charge": 2,
  "elements": ["Li", "C", "O", "C", "O", "N", "N", "H", "H", "H", "H", "H", "H", "N", "C", "P", "O", "O", "C", "N", "H", "H", "H", "H", "H", "H", "H", "H", "H", "H", "C", "N", "N", "C", "O", "C", "C", "C", "C", "C", "C", "C", "C", "C", "H", "H", "H", "H", "H", "H", "H", "H", "H", "H", "H", "H"],
  "coordinates": [[-0.638, -1.018, 0.235], [2.327, -3.266, -1.310], [2.826, -2.121, -0.597], [2.063, -1.588, 0.346], [0.955, -2.057, 0.683], [2.607, -0.496, 0.874], [2.001, 0.309, 1.829], [2.885, -3.294, -2.239], [1.260, -3.178, -1.501], [2.539, -4.173, -0.743], [3.478, -0.165, 0.487], [1.109, 0.657, 1.488], [1.912, -0.172, 2.713], [0.325, -4.669, 1.512], [-0.989, -4.112, 1.978], [-1.880, -3.686, 0.416], [-1.197, -4.508, -0.629], [-2.078, -2.207, 0.282], [-3.603, -4.338, 0.543], [-4.200, -3.975, -0.791], [0.999, -3.900, 1.431], [0.152, -4.999, 0.538], [0.682, -5.422, 2.096], [-0.812, -3.213, 2.566], [-1.491, -4.852, 2.597], [-4.191, -3.849, 1.317], [-3.650, -5.419, 0.648], [-3.657, -4.411, -1.543], [-4.148, -2.959, -0.921], [-5.174, -4.269, -0.879], [-0.233, 5.165, -1.512], [0.006, 3.740, -1.699], [-0.014, 2.902, -0.600], [-0.278, 1.622, -1.016], [-0.232, 0.636, -0.229], [-0.531, 1.703, -2.407], [-0.374, 3.015, -2.774], [-0.599, 3.662, -4.095], [0.661, 3.253, 0.611], [1.985, 3.663, 0.570], [2.624, 3.997, 1.754], [1.948, 3.901, 2.962], [0.624, 3.482, 2.991], [-0.031, 3.166, 1.808], [0.333, 5.509, -0.651], [-1.293, 5.373, -1.359], [0.125, 5.691, -2.391], [-0.776, 0.880, -3.055], [-0.806, 2.906, -4.847], [0.275, 4.232, -4.408], [-1.450, 4.344, -4.052], [2.502, 3.724, -0.380], [3.654, 4.329, 1.733], [2.451, 4.162, 3.883], [0.093, 3.425, 3.931], [-1.071, 2.867, 1.805]]
}

2.
{
  "formula": "C4H5NO2",
  "method": "the ωB97M-V functional and the def2-TZVPD basis",
  "spin_multiplicity": 1,
  "e_homo_ev": -8.9,
  "lumo_ha": 0.011,
  "elements": ["O", "C", "C", "C", "N", "C", "O", "H", "H", "H", "H", "H"],
  "coordinates": [[1.492, 0.755, -2.117], [0.424, 0.428, -1.663], [0.319, -0.555, -0.519], [0.588, 0.075, 0.900], [0.053, -0.739, 1.867], [-1.004, -0.313, 1.102], [-1.036, -0.866, -0.225], [-0.536, 0.847, -2.028], [0.956, -1.429, -0.680], [1.291, 0.887, 1.108], [-0.599, 0.912, 0.706], [-1.948, -0.002, 1.549]]
}